1.
Computed, not measured: a cluster of 2 separate species, C3H8INO in total in a non-equilibrium geometry, with the ωB97M-V functional and the def2-TZVPD basis.

Structure (ORCA input):
```
! RIJCOSX wB97M-V def2-TZVPD def2/J DEFGRID3
* xyz 0 1
C 0.08729 -0.33142 -2.03009
C 0.71643 0.13972 -0.65583
O 1.95865 0.11941 -0.45674
N -0.17483 0.27669 0.48726
H -0.80984 1.03605 0.31581
H -0.84532 -0.46213 0.59722
C 0.34073 0.65726 1.77827
H 0.67359 -0.15951 -3.02613
H -0.68221 0.33123 -2.30989
H -0.40765 -1.31503 -2.20461
H 0.67315 1.67424 1.65472
H 1.00401 -0.14837 2.01351
H -0.44379 0.85995 2.53753
I -2.09020 -2.67809 1.29895
*
```

Properties
* strongest force on any atom: 6.6 eV/A
* LUMO: -0.039 Eh



2.
Computed, not measured: a structure of composition C3H5HgO3 in a non-equilibrium geometry, with the ωB97M-V functional and the def2-TZVPD basis.

Structure (ORCA input):
```
! RIJCOSX wB97M-V def2-TZVPD def2/J DEFGRID3
* xyz 0 2
H 0.88749 -2.17259 2.56590
O -0.71526 -1.08615 1.07408
C -0.61020 -0.25067 0.11154
C 0.78029 -1.31344 1.89077
O -1.52532 0.12439 -0.63567
O 0.60212 0.22698 -0.19068
C 1.58112 0.57562 0.90250
H 1.30584 -1.83268 1.07643
H 0.58100 -0.62621 2.72345
H 2.23060 0.57629 1.79050
H 2.24135 1.22267 0.29754
Hg -0.46246 1.65522 -1.91057
*
```

Properties
* strongest force on any atom: 6.0 eV/A
* LUMO (alpha / beta): -0.007 / -0.036 Eh



3.
Computed, not measured: the molecule C15H24N2O4S in a non-equilibrium geometry, with the ωB97M-V functional and the def2-TZVPD basis.

Structure (ORCA input):
```
! RIJCOSX wB97M-V def2-TZVPD def2/J DEFGRID3
* xyz 0 1
C -7.08175 -1.20342 0.51431
H -6.85400 -1.65443 1.47713
H -8.09404 -0.80953 0.53852
H -7.02901 -1.97140 -0.25396
C -6.09204 -0.07067 0.22930
C -6.23800 1.05250 1.25081
H -7.23556 1.47961 1.20271
H -6.06133 0.66214 2.24904
H -5.50485 1.82866 1.05109
O -4.74481 -0.50092 0.29911
C -4.31245 -1.33509 -0.74585
C -2.78624 -1.33552 -0.75912
H -2.43633 -2.08620 -1.47154
H -2.43281 -1.60243 0.23731
C -2.23990 0.04245 -1.13261
N -0.79925 0.07682 -1.06862
C -0.11415 0.97525 -0.32191
O -0.65578 1.86395 0.30687
C 1.36801 0.80665 -0.34679
C 1.99825 -0.42977 -0.45113
C 3.37509 -0.52815 -0.43565
C 4.17385 0.61294 -0.32104
C 3.53953 1.85416 -0.21507
C 2.16226 1.94046 -0.21864
H 1.67699 2.89965 -0.11989
H 4.11409 2.76077 -0.12583
N 5.56219 0.50504 -0.31763
S 6.31219 -0.91373 0.19600
O 7.71881 -0.65663 0.23332
O 5.86629 -2.02637 -0.58352
C 5.71761 -1.11330 1.89612
H 6.13774 -0.30814 2.48382
H 4.63592 -1.07992 1.89244
H 6.07068 -2.07155 2.25423
C 6.37459 1.69800 -0.27532
H 6.16975 2.32059 -1.14674
H 7.41100 1.37306 -0.30443
H 6.20700 2.27747 0.63788
H 3.84169 -1.49272 -0.53629
H 1.41758 -1.33880 -0.51771
H -0.29393 -0.59977 -1.61739
H -2.57517 0.31387 -2.14148
H -2.60650 0.78777 -0.42398
H -4.67890 -2.36338 -0.60358
H -4.69691 -0.96589 -1.71058
H -6.28739 0.32594 -0.78369
*
```

Properties
* strongest force on any atom: 1.1 eV/A
* SMILES string: CC(C)OCCCNC(=O)c1ccc(N(C)S(C)(=O)=O)cc1
* LUMO: 0.025 Eh



4.
Computed, not measured: a structure of composition C8H9InNO5 in a non-equilibrium geometry, with the ωB97M-V functional and the def2-TZVPD basis.

Structure (ORCA input):
```
! RIJCOSX wB97M-V def2-TZVPD def2/J DEFGRID3
* xyz 3 1
In -0.36527 0.61845 1.62998
C -0.82578 2.61212 3.24895
O -0.28844 3.60926 3.36481
C -1.80806 -1.61851 3.33885
O -2.33173 -2.27994 4.10809
C 1.55679 -0.93680 2.35459
O 2.58361 -1.35466 2.59986
C -2.59998 0.06413 0.21992
O -3.55503 -0.03703 -0.38634
C 0.05414 -3.00864 -1.51369
H -0.54378 -2.45276 -2.24692
H 1.10363 -2.71027 -1.44820
C -0.49470 -3.84976 -0.61036
H 0.11476 -4.41715 0.09641
H -1.56169 -4.07815 -0.57627
C -0.08149 2.36003 -1.74685
C 1.17446 1.84161 -1.11006
N 2.30858 2.22528 -1.71775
O 1.23732 1.06855 -0.10709
H 0.14652 3.16432 -2.46590
H -0.75839 2.74395 -0.98342
H -0.59141 1.54942 -2.28176
H 3.21378 1.87793 -1.39848
H 2.31218 3.00862 -2.36835
*
```

Properties
* strongest force on any atom: 3.7 eV/A
* LUMO (alpha / beta): -0.507 / -0.579 Eh



Question: strongest force on any atom of number 2 (C3H5HgO3)?
Answer: 6.0 eV/A



Question: What is the strongest force on any atom in the first record?
Answer: 6.6 eV/A



Question: Which of these has the highest strongest force on any atom?
Answer: C3H8INO



Question: What is the strongest force on any atom in the second record?
Answer: 6.0 eV/A